[1]
Formula: C4H19Cu2F4N3O14S4
Source: the OMol25 dataset
Level of theory: ωB97M-V with the def2-TZVPD basis set

```
50
Properties=species:S:1:pos:R:3:lowdin_spin:R:1
Cu 3.332 -1.070 -0.492 0.6626
Cu 2.016 1.974 -0.093 0.7467
N 3.124 -1.150 -2.677 0.0011
S 4.057 -0.620 -3.970 -0.0004
O 4.039 0.853 -4.138 0.0002
O 4.086 -1.513 -5.215 -0.0003
F 5.458 -0.931 -3.220 0.0000
S 2.035 -1.758 -3.597 0.0002
O 1.998 -3.199 -3.801 0.0005
O 1.407 -0.931 -4.631 0.0005
F 0.843 -1.632 -2.523 0.0012
N 0.157 2.967 0.220 0.0323
S -1.251 2.841 -0.879 0.0005
O -1.090 3.479 -2.157 0.0000
O -2.533 2.704 -0.265 0.0017
F -1.044 1.298 -1.377 -0.0004
S -0.141 4.491 0.378 0.0027
O -1.365 4.948 1.031 0.0119
O 0.547 5.434 -0.562 0.0027
F 0.871 4.466 1.647 0.0028
O 1.488 -0.126 -0.042 0.1854
H 0.810 -0.231 -0.738 0.0017
O 3.930 0.980 -0.370 0.3329
H 4.371 0.919 0.500 0.0049
O 0.665 -0.623 2.456 0.0016
H 0.883 -0.393 1.553 -0.0001
H 0.011 -1.317 2.375 0.0000
O 1.701 2.290 -2.316 0.0060
H 1.781 3.064 -2.873 -0.0002
H 1.466 1.584 -2.918 0.0002
O 3.512 -0.897 1.731 0.0003
H 4.162 -1.044 2.418 0.0000
H 2.697 -0.731 2.203 0.0000
C -4.949 -0.894 3.033 0.0000
C -3.847 -1.755 2.336 0.0000
C -2.598 -0.809 1.910 0.0000
O -1.561 -1.565 1.180 0.0001
C -1.709 -1.981 -0.159 0.0002
N -3.382 -2.788 3.274 0.0000
H -4.568 -0.555 3.997 0.0000
H -5.809 -1.529 3.245 0.0000
H -5.224 -0.060 2.387 0.0000
H -4.354 -2.136 1.449 0.0000
H -2.309 -0.488 2.911 0.0000
H -2.953 0.073 1.378 0.0000
H -2.728 -2.262 -0.423 0.0000
H -1.142 -2.911 -0.187 0.0000
H -1.389 -1.200 -0.849 0.0001
H -2.505 -3.056 2.851 0.0000
H -2.997 -2.211 4.008 0.0000
```

Highest occupied orbital energy (alpha / beta): -9.74 / -9.74 eV
Electronic energy: -181073.18650 eV
E_LUMO (alpha / beta): -2.3 / -4.9 eV
Expectation value of S²: 2.0091
2S+1: 3
Frontier orbital gap (alpha / beta): 7.461 / 4.836 eV

[2]
Formula: C4H19N2O5
Source: the OMol25 dataset
Level of theory: ωB97M-V with the def2-TZVPD basis set

```
30
Properties=species:S:1:pos:R:3:mulliken_charge:R:1
N 0.441 1.732 -0.101 0.0019
C -0.385 1.261 -1.279 -0.3212
C 0.502 0.594 -2.311 -0.9811
N 1.186 -0.554 -1.733 -0.0346
C 0.372 -1.693 -1.355 -0.6099
C 0.507 -2.000 0.117 -0.0608
O 0.865 -1.139 0.913 -0.5101
H 0.045 2.560 0.310 0.4225
H 1.401 1.876 -0.402 0.3150
H 0.449 1.058 0.679 0.0042
H -1.197 0.659 -0.894 0.2088
H -0.909 2.120 -1.678 0.4675
H 1.312 1.274 -2.589 0.4391
H -0.112 0.406 -3.196 0.3084
H 1.970 -0.803 -2.310 0.2556
H -0.673 -1.485 -1.569 0.2893
H 0.610 -2.576 -1.938 0.4139
H 0.204 -2.991 0.496 0.3662
H -2.796 -0.834 0.954 0.3451
H -3.615 -1.960 0.260 0.3036
O -2.751 -1.524 0.279 -0.5885
H -3.208 1.364 2.136 0.2931
H -1.734 0.737 2.179 0.4046
O -2.553 0.848 1.662 -0.6710
H 3.981 0.336 0.668 0.3094
H 2.563 -0.201 0.560 0.2784
O 3.077 0.603 0.502 -0.6266
H 0.424 -0.385 2.641 0.3633
H 0.070 0.327 3.978 0.2928
O -0.044 0.390 3.023 -0.6788
```

Highest occupied orbital energy: -13.02 eV
Electronic energy: -17668.37124 eV
Relative energy (zero: lowest compared OMol25 entry of this formula, charge and spin): 22.93 kcal/mol
E_LUMO: -2.7 eV
2S+1: 1
Charge: +1
Frontier orbital gap: 10.292 eV

[3]
Formula: C4H19N2O6
Source: the OMol25 dataset
Level of theory: ωB97M-V with the def2-TZVPD basis set

```
31
Properties=species:S:1:pos:R:3:lowdin_spin:R:1
C 0.228 -0.287 2.085 0.0017
N 1.497 -0.128 1.392 0.0036
C 2.257 -2.156 0.118 -0.0001
O 3.382 -2.188 0.557 0.0000
C -0.927 -0.217 1.060 0.0327
N -1.249 1.219 0.861 0.3047
C -2.068 1.575 -0.272 0.1516
O -3.187 0.846 -0.514 0.0997
H 0.016 0.527 2.788 0.0005
H 0.121 -1.222 2.621 0.0000
H 2.233 -0.238 2.087 0.0001
H 1.971 -1.515 -0.730 -0.0001
H 1.529 -2.922 0.453 0.0000
H -1.804 -0.748 1.439 0.0046
H -0.598 -0.732 0.147 0.0129
H -0.321 1.631 0.784 0.0077
H -1.367 1.601 -1.152 0.0673
H -2.376 2.604 -0.089 0.0285
H -3.184 -0.071 -0.198 0.0010
H 2.710 2.277 -0.492 0.0000
H 1.564 0.768 0.974 0.0001
O 1.908 2.506 0.042 0.0126
H -2.451 -2.072 -1.263 -0.0001
H -1.025 -2.431 -1.300 0.0001
O -1.905 -2.828 -1.367 0.0001
H 1.027 -1.024 -1.890 0.0002
H 0.141 0.205 -1.594 -0.0025
O 0.078 -0.766 -2.001 0.0022
H 1.137 2.183 -0.516 0.0017
H 0.449 1.952 -2.478 0.0000
O 0.214 1.647 -1.551 0.2695
```

Highest occupied orbital energy (alpha / beta): -9.68 / -9.68 eV
Electronic energy: -19716.77159 eV
Relative energy (zero: lowest compared OMol25 entry of this formula, charge and spin): 33.07 kcal/mol
E_LUMO (alpha / beta): 0.3 / -3.7 eV
Expectation value of S²: 0.7561
2S+1: 2
Frontier orbital gap (alpha / beta): 9.947 / 6.006 eV

[4]
Formula: C4H19NO5
Source: the OMol25 dataset
Level of theory: ωB97M-V with the def2-TZVPD basis set

```
29
Properties=species:S:1:pos:R:3:mulliken_charge:R:1
C -1.945 -0.290 -1.059 -1.5139
N -1.290 -1.225 1.676 -0.4058
C -0.293 -1.016 0.652 0.5041
C -0.585 -0.544 -0.612 0.6485
C 1.164 -1.079 0.979 -1.4333
H -2.162 0.568 -1.730 0.2427
H -2.322 -1.031 -1.826 0.3122
H -2.729 -0.273 -0.350 0.4110
H -2.241 -1.418 1.269 0.2291
H -0.978 -1.862 2.450 0.2287
H 0.229 -0.132 -1.254 -0.2101
H 1.190 -1.376 2.099 0.3301
H 1.885 -0.293 0.865 0.3131
H 1.686 -1.950 0.503 0.3638
H -1.214 1.434 1.578 0.3681
H 0.179 1.109 1.597 0.3950
O -0.287 1.878 1.749 -0.7591
H -0.802 -3.905 1.838 0.2903
H -1.594 -4.076 0.658 0.3151
O -0.643 -4.071 0.922 -0.6191
H -0.733 2.029 -3.183 0.2903
H 0.145 2.865 -2.074 0.3696
O 0.206 2.104 -2.726 -0.6330
H 3.326 0.878 -0.956 0.2563
H 2.018 0.468 -1.696 0.2472
O 2.613 0.354 -0.996 -0.5507
H 1.551 2.655 -0.059 0.2805
H 0.099 3.029 0.304 0.4211
O 0.793 3.164 -0.390 -0.6919
```

Highest occupied orbital energy: -7.95 eV
Electronic energy: -16181.75199 eV
Relative energy (zero: lowest compared OMol25 entry of this formula, charge and spin): 57.97 kcal/mol
E_LUMO: 0.4 eV
2S+1: 1
Frontier orbital gap: 8.319 eV

[5]
Formula: C4H19NO5Pt
Source: the OMol25 dataset
Level of theory: ωB97M-V with the def2-TZVPD basis set

```
30
Properties=species:S:1:pos:R:3:lowdin_spin:R:1
Pt 26.386 4.823 9.756 0.9904
O 30.536 4.792 8.827 0.0002
H 30.714 4.173 8.119 0.0000
H 31.400 5.099 9.101 0.0000
O 24.783 6.957 6.596 -0.0006
H 25.102 7.087 5.703 0.0000
H 23.977 7.471 6.640 0.0000
O 26.508 8.306 11.646 0.0023
H 27.340 8.774 11.724 0.0000
H 25.888 8.835 12.148 0.0000
O 26.291 1.573 7.220 0.0017
H 25.523 1.011 7.325 0.0000
H 26.880 1.072 6.656 0.0000
C 22.423 3.419 14.473 0.0271
C 23.708 3.409 13.702 0.0218
C 24.389 2.035 13.712 0.0383
O 25.652 2.185 12.964 0.5226
C 26.543 0.980 12.915 0.0335
N 23.361 3.784 12.294 0.2681
H 21.919 4.334 14.159 -0.0004
H 22.540 3.464 15.556 0.0037
H 21.719 2.598 14.335 0.0005
H 24.305 4.168 14.208 0.0005
H 23.733 1.325 13.210 0.0206
H 24.554 1.664 14.724 0.0199
H 27.556 1.050 12.516 -0.0001
H 26.046 0.233 12.296 0.0166
H 26.677 0.773 13.976 0.0180
H 22.652 3.137 11.981 0.0070
H 22.781 4.606 12.385 0.0084
```

Highest occupied orbital energy (alpha / beta): -16.14 / -16.14 eV
Electronic energy: -19406.13226 eV
E_LUMO (alpha / beta): -9.8 / -11.8 eV
Expectation value of S²: 2.0358
2S+1: 3
Charge: +2
Frontier orbital gap (alpha / beta): 6.314 / 4.350 eV

[6]
Formula: C4H19NO7
Source: the OMol25 dataset
Level of theory: ωB97M-V with the def2-TZVPD basis set

```
31
Properties=species:S:1:pos:R:3:mulliken_charge:R:1
C 1.081 1.594 0.438 -1.1871
N 0.058 1.320 1.440 -0.0749
C -1.253 1.089 1.149 0.5889
O -1.701 1.175 -0.131 -0.6161
O -2.062 0.791 1.998 -0.6088
C 1.503 0.359 -0.386 0.4299
C 2.397 -0.580 0.407 -1.3735
H 0.725 2.360 -0.235 0.3424
H 1.963 1.968 0.965 0.4322
H 0.359 0.936 2.319 0.2977
H -1.110 1.544 -0.834 0.4180
H 2.050 0.696 -1.272 0.2261
H 0.621 -0.188 -0.734 0.0983
H 1.970 -0.834 1.380 0.3195
H 2.577 -1.509 -0.141 0.3553
H 3.383 -0.152 0.614 0.3571
H -0.587 -2.049 2.943 0.4428
H 0.559 -2.865 3.677 0.2961
O 0.283 -1.964 3.408 -0.6655
H 0.107 -0.327 -4.626 0.3077
H 1.490 0.179 -4.217 0.3137
O 0.555 0.413 -4.224 -0.6582
H -2.597 -1.754 2.678 0.3213
H -2.197 -2.111 1.238 0.4224
O -2.104 -2.407 2.178 -0.7597
H -1.767 -1.803 -1.064 0.2993
H -2.212 -0.535 -0.375 0.4383
O -2.432 -1.500 -0.431 -0.7731
H -1.115 2.608 -2.835 0.2720
H -0.069 1.459 -2.982 0.3573
O -0.475 2.086 -2.344 -0.6194
```

Highest occupied orbital energy: -9.62 eV
Electronic energy: -20280.45951 eV
Relative energy (zero: lowest compared OMol25 entry of this formula, charge and spin): 0.00 kcal/mol
E_LUMO: -0.2 eV
2S+1: 1
Frontier orbital gap: 9.385 eV